Formula: C42H57IrN4O3P
Source: the OMol25 dataset
Level of theory: ωB97M-V/def2-TZVPD

```
108
Properties=species:S:1:pos:R:3:lowdin_charge:R:1
Ir 0.36 0.57 -0.63 1.28
C 2.52 -2.10 -3.33 -0.08
O 3.79 -1.52 -3.51 -0.06
C 4.15 -0.36 -2.92 -0.20
C 5.45 0.06 -3.18 0.00
C 5.97 1.21 -2.61 -0.09
C 5.19 1.97 -1.76 -0.06
C 3.87 1.60 -1.47 -0.15
C 3.15 2.44 -0.58 -0.05
N 1.92 2.31 -0.18 -0.06
N 1.50 3.23 0.68 0.03
C 0.25 3.13 1.11 -0.49
O -0.55 2.23 0.74 -0.16
C -0.17 4.16 2.09 -0.15
C -1.51 4.27 2.45 -0.03
C -1.90 5.22 3.37 -0.08
C -0.95 6.07 3.94 -0.08
C 0.38 5.96 3.57 -0.07
C 0.77 5.02 2.65 -0.03
C 3.30 0.41 -2.05 -0.30
O 2.10 0.05 -1.83 -0.25
H 2.56 -3.05 -3.85 0.10
H 1.73 -1.47 -3.76 0.07
H 2.30 -2.26 -2.27 0.09
H 6.04 -0.54 -3.85 0.12
H 6.99 1.50 -2.82 0.10
H 5.59 2.86 -1.31 0.11
H 3.70 3.29 -0.19 0.14
H -2.23 3.60 2.00 0.11
H -2.94 5.31 3.65 0.10
H -1.26 6.80 4.67 0.11
H 1.12 6.62 4.02 0.11
H 1.81 4.93 2.36 0.11
C 0.63 -0.43 6.63 -0.05
C 0.30 -1.55 5.64 -0.56
C -1.15 -2.00 5.86 -0.04
C 1.26 -2.73 5.88 -0.03
C 0.49 -1.09 4.21 -0.13
C 1.13 0.10 3.87 0.04
C 1.27 0.45 2.54 -0.08
N 0.81 -0.29 1.53 0.03
C 0.21 -1.44 1.83 -0.19
C 0.04 -1.87 3.15 0.06
C -0.29 -2.23 0.70 -0.19
C -0.34 -3.62 0.75 0.06
C -0.87 -4.36 -0.30 -0.13
C -1.38 -3.61 -1.37 0.03
C -1.28 -2.24 -1.36 -0.10
N -0.72 -1.55 -0.37 0.03
C -0.94 -5.87 -0.23 -0.55
C -2.19 -6.24 0.58 -0.03
C 0.30 -6.43 0.46 -0.04
C -1.04 -6.49 -1.63 -0.05
H 0.42 -0.77 7.64 0.09
H 0.02 0.45 6.43 0.09
H 1.68 -0.16 6.59 0.09
H -1.31 -2.21 6.92 0.09
H -1.39 -2.90 5.30 0.08
H -1.84 -1.21 5.56 0.10
H 1.14 -3.09 6.90 0.09
H 2.29 -2.42 5.74 0.09
H 1.05 -3.55 5.20 0.08
H 1.53 0.78 4.61 0.12
H 1.78 1.37 2.28 0.11
H -0.47 -2.80 3.34 0.12
H 0.05 -4.12 1.62 0.12
H -1.85 -4.09 -2.21 0.12
H -1.69 -1.65 -2.17 0.10
H -2.13 -5.85 1.59 0.09
H -2.29 -7.32 0.62 0.09
H -3.09 -5.83 0.11 0.09
H 0.36 -6.14 1.51 0.08
H 1.21 -6.10 -0.05 0.10
H 0.28 -7.52 0.43 0.09
H -1.97 -6.23 -2.12 0.08
H -1.01 -7.57 -1.55 0.09
H -0.20 -6.18 -2.25 0.10
C -2.42 1.76 -4.98 -0.09
C -1.88 0.83 -3.89 -0.50
C -0.87 -0.12 -4.53 -0.12
P -1.19 1.62 -2.33 1.06
C -2.70 2.18 -1.38 -0.52
C -3.90 2.69 -2.17 -0.10
C -3.17 1.04 -0.47 -0.13
C -0.28 3.19 -2.79 -0.52
C -1.08 4.38 -3.31 -0.09
C 0.86 2.84 -3.74 -0.10
H -3.00 1.17 -5.69 0.09
H -1.61 2.23 -5.53 0.08
H -3.07 2.53 -4.59 0.05
H -2.72 0.23 -3.51 0.10
H -0.03 0.43 -4.94 0.07
H -1.34 -0.67 -5.35 0.09
H -0.48 -0.84 -3.82 0.04
H -2.32 2.98 -0.74 0.10
H -4.35 1.90 -2.77 0.08
H -3.63 3.53 -2.82 0.06
H -4.65 3.05 -1.47 0.09
H -3.54 0.20 -1.05 0.07
H -3.98 1.39 0.17 0.09
H -2.35 0.70 0.17 0.03
H 0.16 3.49 -1.83 0.09
H -1.51 4.19 -4.29 0.07
H -0.40 5.23 -3.42 0.09
H -1.86 4.67 -2.62 0.07
H 0.49 2.63 -4.74 0.07
H 1.41 1.97 -3.37 0.05
H 1.56 3.67 -3.82 0.09
```

Calculated values
- HOMO-LUMO gap (spin up / spin down): 5.7 / 5.7 eV
- Charge: +1
- Spin multiplicity: 1
- Relative energy (zero: lowest compared OMol25 entry of this formula, charge and spin): 89.1 kcal/mol
- Electronic energy: -2524.83431 Eh